{
  "formula": "CH5S2",
  "method": "ωB97M-V with the def2-TZVPD basis set",
  "mol_weight_g_mol": 81.19,
  "max_force_ev_per_a": 3.0,
  "relative_energy_kcal_mol": 10.7,
  "multiplicity": 2,
  "species": ["C", "H", "H", "H", "H", "S", "S", "H"],
  "xyz": [[-1.482, 0.221, -1.938], [-2.099, 1.016, -1.445], [0.166, 0.166, 0.041], [-2.157, -0.487, -2.444], [-0.753, 0.805, -2.636], [-0.589, -0.688, -0.725], [1.303, 0.432, 1.755], [2.305, 1.256, 1.618]]
}